# 1
Density functional theory data (ωB97M-V/def2-TZVPD) for a single C5H7NO molecule.

```
14
Properties=species:S:1:pos:R:3:forces:R:3:mulliken_charge:R:1
C -1.83821 -0.16032 0.30070 0.092 -0.139 -0.176 -0.69
C -1.06810 -0.96121 -0.42689 -0.180 0.120 0.137 0.00
C 0.37543 -1.22819 -0.04287 0.091 0.063 0.088 -0.70
C 1.18218 -0.16670 -0.76278 -0.033 0.249 -0.054 0.04
N 1.40641 1.03497 -0.44117 -0.004 -0.270 -0.167 -0.39
C 1.04202 1.82881 0.62709 -0.171 0.072 0.167 0.07
O -0.07545 2.21063 0.89538 0.398 -0.156 -0.185 -0.48
H -1.47184 0.27170 1.22852 -0.126 -0.078 -0.170 0.20
H -2.81772 0.16013 -0.03633 0.009 -0.206 0.072 0.26
H -1.40407 -1.36127 -1.38398 0.020 0.104 0.192 0.31
H 0.49759 -1.18870 1.04599 0.001 0.168 -0.211 0.35
H 0.70984 -2.21275 -0.39108 -0.085 0.174 0.101 0.29
H 1.53386 -0.45997 -1.75866 0.008 0.046 0.130 0.38
H 1.92807 2.23287 1.14608 -0.020 -0.148 0.076 0.34
```
Positions in Å, forces in eV/Å.

Orbital gap   0.3639 Eh
ΔE to the lowest compared entry with this formula, charge and spin   176.8 kJ/mol
SMILES   C=CC/C=N\C=O
HOMO energy   -0.34432 Ha
Lowest unoccupied orbital energy   0.5336 eV


# 2
Density functional theory data (ωB97M-V/def2-TZVPD) for a 2-piece molecular cluster, C3H6BF3 overall in a non-equilibrium geometry.

```
13
Properties=species:S:1:pos:R:3:forces:R:3:mulliken_charge:R:1
B -0.03027 0.54952 0.60712 1.185 -2.741 1.250 0.08
C -1.36849 -0.25363 1.11328 1.358 0.146 -1.204 -0.28
C -0.19800 1.90278 -0.05555 1.796 0.563 -0.266 -0.23
C 2.15979 -0.60291 0.35448 -2.401 5.174 -0.857 -0.35
F -2.40181 0.27860 0.27769 0.132 -0.932 0.304 -0.31
F 1.01983 2.33208 -0.64700 -0.123 -0.006 -0.169 -0.29
F 1.92164 -1.86085 0.14872 -0.291 -2.116 -0.750 -0.23
H -1.20704 -1.35912 1.03705 -0.563 0.740 -0.760 0.24
H -1.73650 -0.15911 2.11126 0.166 0.583 0.930 0.27
H -0.92002 1.78546 -0.83492 -0.669 0.136 -0.682 0.30
H -0.46743 2.73212 0.58303 -0.580 0.040 0.424 0.27
H 2.75679 -0.44600 1.23819 0.091 0.251 0.154 0.30
H 2.38785 0.08462 -0.56325 -0.100 -1.837 1.625 0.23
```
Positions in Å, forces in eV/Å.

Orbital gap   0.3167 Eh
ΔE to the lowest compared entry with this formula, charge and spin   411.2 kJ/mol
HOMO energy   -0.31242 Ha
Lowest unoccupied orbital energy   0.1170 eV


# 3
Density functional theory data (ωB97M-V/def2-TZVPD) for an isolated ion of composition C3H5O2 and charge +1 in a non-equilibrium geometry.

```
10
Properties=species:S:1:pos:R:3:forces:R:3:mulliken_charge:R:1
C 1.47258 -0.25649 0.11485 2.962 -1.759 -0.897 0.32
C -0.90149 0.81208 0.34946 0.405 0.139 -1.543 -0.04
C -0.73044 -0.45582 -0.27458 2.522 -0.589 -2.054 -0.28
O 1.32749 0.91696 -0.09473 -1.414 1.379 0.306 -0.39
O 0.50450 -1.09445 0.25457 -2.399 -0.276 -0.360 -0.24
H 2.43981 -0.86343 0.01834 -0.783 1.354 0.582 0.36
H -1.52791 1.51180 -0.23204 0.632 0.206 0.757 0.31
H -0.59432 0.89259 1.35275 -0.011 0.702 1.222 0.29
H -1.45472 -1.21101 -0.06449 -1.114 -0.352 -0.088 0.34
H -0.53549 -0.25224 -1.42412 -0.800 -0.805 2.075 0.33
```
Positions in Å, forces in eV/Å.

Orbital gap   0.3611 Eh
ΔE to the lowest compared entry with this formula, charge and spin   214.9 kJ/mol
HOMO energy   -0.63794 Ha
Lowest unoccupied orbital energy   -7.5340 eV
Net charge   +1


# 4
Density functional theory data (ωB97M-V/def2-TZVPD) for a 2-piece molecular cluster, C3H2F4O overall in a non-equilibrium geometry.

```
10
Properties=species:S:1:pos:R:3:forces:R:3:mulliken_charge:R:1
C 0.37905 0.04243 -0.34764 -1.056 2.485 0.728 -0.68
C 0.96240 -0.72302 -1.61571 -0.735 -0.527 3.461 0.52
C -1.08034 0.35507 1.31409 3.043 -2.804 -1.290 0.75
O 0.61506 -0.78143 -2.72669 -0.557 0.478 -0.793 -0.42
F 2.06321 -1.40291 -1.21014 0.088 0.133 -0.010 -0.21
F -0.40415 1.07313 2.17519 0.268 1.248 -0.598 -0.21
F -2.13760 0.86414 0.84708 -1.377 1.994 -1.106 -0.16
F -1.39920 -0.72728 1.92946 -0.259 -2.138 0.591 -0.21
H 1.15767 0.36567 0.37476 -0.220 -0.424 -0.930 0.34
H -0.15610 0.93420 -0.74042 0.804 -0.446 -0.052 0.28
```
Positions in Å, forces in eV/Å.

Orbital gap (alpha / beta)   0.3479 / 0.3479 Eh
ΔE to the lowest compared entry with this formula, charge and spin   220.1 kJ/mol
HOMO energy (alpha / beta)   -0.38905 / -0.38904 Ha
Lowest unoccupied orbital energy (alpha / beta)   -1.1202 / -1.1206 eV


# 5
Density functional theory data (ωB97M-V/def2-TZVPD) for C3H43B3F2O21 as an isolated structure in a non-equilibrium geometry.

```
72
Properties=species:S:1:pos:R:3:forces:R:3:mulliken_charge:R:1
C -1.84771 2.61092 -2.87075 -0.101 0.243 -0.068 -1.52
C -1.43690 3.07706 -1.51761 0.147 -0.369 -0.131 0.49
F -2.43245 3.90056 -1.00049 -0.436 0.361 0.164 -0.42
C -1.24156 1.93586 -0.55924 0.006 0.158 0.034 -0.80
B 0.15536 1.29799 -0.62525 0.007 -0.687 1.345 0.23
O 1.32505 2.03099 -0.55421 -0.704 1.385 -0.616 -0.18
B 2.00367 1.81958 -1.71741 1.285 0.062 0.330 0.90
O 2.36515 0.48698 -1.93772 0.602 1.150 -1.088 0.17
B 1.23532 -0.23495 -1.82262 0.815 -0.343 0.735 -0.31
F 1.04345 -1.14036 -2.74039 -0.435 -1.926 -1.275 -0.15
O 0.36282 -0.07088 -0.83391 -2.122 0.178 -1.027 -0.33
H -2.16648 3.45544 -3.44516 -0.310 0.495 -0.409 0.44
H -0.99022 2.21850 -3.38546 0.432 -0.515 -0.292 0.25
H -2.63481 1.88118 -2.81942 -0.363 -0.406 -0.051 0.42
H -0.54537 3.66273 -1.63223 0.405 0.580 0.214 0.35
H -1.37909 2.35656 0.42358 0.074 0.067 0.660 0.28
H -2.02437 1.21486 -0.71042 -0.342 -0.427 0.078 0.43
H 2.15070 2.65495 -2.53152 0.220 0.115 -0.088 -0.14
O -2.16296 0.06687 1.56524 0.272 -0.114 0.085 -0.58
H -2.11195 -0.23531 2.48468 -0.215 0.063 0.180 0.29
H -1.96704 -0.72357 1.04701 -0.202 -0.014 0.005 0.22
O 3.28697 -3.49268 -2.62306 0.059 0.205 0.009 -0.72
H 4.12803 -3.01562 -2.60036 0.070 -0.130 0.006 0.33
H 2.63012 -2.82374 -2.40541 0.003 -0.093 -0.065 0.32
O -3.24362 -0.20098 4.54109 0.150 0.026 -0.087 -0.57
H -3.28666 0.67807 4.93583 -0.126 -0.018 -0.089 0.29
H -4.07711 -0.60667 4.80487 0.021 0.161 0.061 0.28
O 0.32343 4.60038 -3.68663 0.037 0.075 -0.254 -0.52
H 0.29018 4.09583 -4.50817 0.030 0.032 0.067 0.30
H 0.31027 5.51972 -3.97585 0.032 -0.037 0.092 0.25
O 0.35039 -3.69613 -1.03005 -0.067 0.131 -0.008 -0.72
H 0.42309 -4.24501 -1.81982 0.032 0.037 0.094 0.32
H 0.44801 -2.78875 -1.34120 -0.127 -0.110 -0.055 0.31
O 4.68966 3.24084 -2.38416 0.291 -0.059 0.090 -0.61
H 4.99908 3.65077 -1.56847 -0.107 0.015 -0.048 0.28
H 5.46909 2.77880 -2.72094 0.034 0.069 0.042 0.30
O 5.95176 -3.15503 -0.92239 -0.200 0.016 -0.206 -0.68
H 5.48556 -2.48071 -0.41201 -0.038 0.015 0.173 0.33
H 5.34622 -3.90568 -0.92454 0.059 0.021 0.104 0.34
O -1.46866 -3.28859 1.30810 0.087 0.432 -0.008 -0.58
H -1.78119 -4.15532 1.59841 -0.084 -0.081 -0.023 0.28
H -1.00029 -3.44462 0.47761 0.126 -0.215 -0.038 0.32
O -2.62258 -6.06866 1.68770 0.070 -0.081 -0.017 -0.63
H -2.79342 -6.50607 0.84605 -0.008 0.079 0.050 0.31
H -2.27963 -6.76357 2.26088 -0.011 0.090 -0.012 0.31
O -0.26958 -1.39886 3.32316 0.239 0.158 -0.329 -0.62
H 0.43582 -1.94110 3.69796 0.063 0.000 -0.074 0.31
H -0.56046 -1.89840 2.54458 -0.188 -0.410 0.144 0.25
O -5.43440 -0.32699 6.73511 0.043 -0.238 -0.015 -0.65
H -5.81575 -1.19609 6.56474 -0.067 0.090 0.065 0.32
H -4.86059 -0.46548 7.49745 -0.016 0.056 -0.068 0.32
O 2.50997 -1.59247 4.56676 -0.106 0.165 0.048 -0.63
H 3.25324 -1.09051 4.21358 -0.036 -0.125 -0.043 0.30
H 1.89480 -0.91486 4.87232 0.082 -0.003 0.042 0.33
O 3.71256 -1.34194 0.41645 0.176 -0.151 0.165 -0.61
H 3.10576 -0.92488 1.05150 -0.010 0.004 -0.301 0.28
H 3.24598 -1.31415 -0.42206 0.023 0.138 0.075 0.33
O 4.83128 0.91973 -4.11104 -0.082 0.025 -0.030 -0.68
H 4.30887 1.58416 -3.64737 -0.161 -0.092 -0.027 0.38
H 4.23819 0.16436 -4.18430 0.107 0.025 0.023 0.31
O -4.19519 2.19700 1.38569 -0.043 0.114 -0.083 -0.62
H -3.93676 2.72421 0.62147 -0.016 0.026 0.054 0.30
H -3.48967 1.54285 1.49188 -0.004 -0.213 -0.025 0.40
O 1.46090 0.18801 1.30587 0.094 0.180 1.245 -0.38
H 1.44856 1.14232 1.44624 0.261 -0.149 0.135 0.21
H 0.73873 -0.15057 1.86055 0.104 -0.204 0.293 0.32
O -5.27729 2.93086 4.07489 -0.121 0.023 0.037 -0.63
H -5.28938 2.53427 3.19238 0.244 0.059 -0.039 0.34
H -5.20157 3.87522 3.90320 0.025 -0.104 0.006 0.29
O -0.06503 -0.14288 -5.78808 -0.031 -0.038 0.089 -0.66
H -0.48926 -0.98370 -5.99236 0.025 0.088 -0.017 0.31
H 0.42096 -0.31268 -4.97476 0.028 -0.061 -0.033 0.32
```
Positions in Å, forces in eV/Å.

Orbital gap   0.3828 Eh
HOMO energy   -0.38716 Ha
Lowest unoccupied orbital energy   -0.1185 eV